Run A
Formula: C5H6OS
Source: the OMol25 dataset
Level of theory: ωB97M-V/def2-TZVPD

The HOMO energy comes out at -8.76 eV. For the LUMO energy, the calculation gives 0.239 eV. Its HOMO-LUMO gap is 9.00 eV.

Positions of all 13 atoms, in Å:
C (-0.977, 0.212, 0.139)
C (0.042, -0.841, -0.039)
C (0.011, 1.119, 0.807)
C (0.991, -0.439, -1.016)
C (1.235, 0.164, 0.353)
O (-2.680, -1.787, -0.416)
S (-1.776, -1.422, 0.671)
H (-1.651, 0.449, -0.708)
H (0.197, 2.148, 0.548)
H (-0.105, 0.909, 1.835)
H (1.971, -0.968, -1.381)
H (0.656, 0.263, -1.796)
H (2.086, 0.193, 1.003)

These are the natural (NBO) partial charges, in e, on atoms 1 to 6: number 1, C, carries -0.4142; number 2, C, carries -0.2128; number 3, C, carries -0.4071; number 4, C, carries -0.4204; number 5, C, carries -0.1955; number 6, O, carries -0.9014

=====

Run B
Formula: C5H6OS
Source: the OMol25 dataset
Level of theory: ωB97M-V/def2-TZVPD

The HOMO energy comes out at -8.99 eV. For the LUMO energy, the calculation gives -0.259 eV. As for the SMILES: O[C@H]1C=CCC1=S. Its HOMO-LUMO gap is 8.73 eV.

Positions of all 13 atoms, in Å:
O (-1.882, 0.348, -0.565)
C (-0.791, -0.553, -0.338)
C (-0.117, -0.842, -1.652)
C (1.199, -0.753, -1.572)
C (1.622, -0.206, -0.199)
C (0.320, 0.070, 0.473)
S (-0.048, 0.880, 1.777)
H (-2.014, 0.773, 0.288)
H (-1.046, -1.458, 0.194)
H (-0.808, -1.104, -2.472)
H (1.843, -1.142, -2.405)
H (2.381, 0.656, -0.295)
H (2.069, -0.887, 0.499)

These are the natural (NBO) partial charges, in e, on atoms 1 to 6: number 1, O, carries -0.7021; number 2, C, carries -0.0376; number 3, C, carries -0.1864; number 4, C, carries -0.1872; number 5, C, carries -0.5276; number 6, C, carries -0.0546

=====

Most stable structure - run B; separation to the second - 101.1 kcal/mol.

=====

Run A
Formula: C8H8N4
Source: the OMol25 dataset
Level of theory: ωB97M-V/def2-TZVPD

The HOMO energy comes out at -9.15 eV. For the LUMO energy, the calculation gives -0.203 eV. As for the SMILES: c1cnccn1.c1cnccn1. Its HOMO-LUMO gap is 8.95 eV.

Positions of all 20 atoms, in Å:
C (-2.454, 1.624, 0.751)
C (-1.646, 2.747, 0.821)
N (-0.392, 2.879, 0.342)
C (0.121, 1.779, -0.240)
C (-0.679, 0.659, -0.403)
N (-1.966, 0.579, 0.053)
H (-3.481, 1.590, 1.138)
H (-2.084, 3.659, 1.248)
H (1.093, 1.873, -0.742)
H (-0.330, -0.261, -0.891)
C (1.839, -2.701, -0.851)
C (2.494, -1.515, -0.434)
N (1.909, -0.526, 0.340)
C (0.626, -0.825, 0.637)
C (-0.076, -1.926, 0.052)
N (0.511, -2.920, -0.695)
H (2.195, -3.314, -1.689)
H (3.508, -1.248, -0.759)
H (-0.033, -0.093, 1.122)
H (-1.156, -2.059, 0.201)

These are the natural (NBO) partial charges, in e, on atoms 1 to 6: number 1, C, carries -0.0122; number 2, C, carries -0.0289; number 3, N, carries -0.3605; number 4, C, carries -0.0138; number 5, C, carries -0.0394; number 6, N, carries -0.4129

=====

Run B
Formula: C8H8N4
Source: the OMol25 dataset
Level of theory: ωB97M-V/def2-TZVPD

The HOMO energy comes out at -9.83 eV. For the LUMO energy, the calculation gives 0.199 eV. As for the SMILES: c1cncnc1.c1cncnc1. Its HOMO-LUMO gap is 10.02 eV.

Positions of all 20 atoms, in Å:
C (0.572, 2.283, 1.556)
C (-0.075, 2.079, 0.330)
N (-1.199, 2.725, -0.064)
C (-1.694, 3.540, 0.837)
N (-1.114, 3.984, 1.970)
C (0.034, 3.312, 2.355)
H (1.454, 1.674, 1.792)
H (0.451, 1.563, -0.484)
H (-2.574, 4.108, 0.507)
H (0.441, 3.576, 3.340)
C (1.165, -3.019, -1.978)
C (0.797, -1.726, -1.572)
N (-0.142, -1.585, -0.553)
C (-0.596, -2.694, -0.104)
N (-0.309, -3.919, -0.415)
C (0.507, -4.141, -1.487)
H (1.820, -3.133, -2.851)
H (1.079, -0.830, -2.140)
H (-1.255, -2.613, 0.771)
H (0.637, -5.182, -1.811)

These are the natural (NBO) partial charges, in e, on atoms 1 to 6: number 1, C, carries -0.3154; number 2, C, carries 0.0812; number 3, N, carries -0.4411; number 4, C, carries 0.2435; number 5, N, carries -0.4462; number 6, C, carries 0.0633

=====

Most stable structure - run B; separation to the second - 45.8 kcal/mol.

=====

Run A
Formula: C4H6ClF
Source: the OMol25 dataset
Level of theory: ωB97M-V/def2-TZVPD

The HOMO energy (alpha / beta) comes out at -8.27 / -8.45 eV. For the LUMO energy (alpha / beta), the calculation gives 0.033 / 0.020 eV. Its HOMO-LUMO gap (alpha / beta) is 8.31 / 8.47 eV.

Positions of all 12 atoms, in Å:
C (2.191, 1.589, 0.743)
C (1.002, 1.214, 0.765)
C (-1.427, -1.218, -0.307)
C (-2.041, 0.049, 0.063)
F (-2.073, 0.320, 1.396)
Cl (-3.488, 0.660, -0.720)
H (2.978, 2.068, 1.491)
H (2.861, 1.423, -0.186)
H (0.082, 0.989, 1.227)
H (-0.384, -1.017, -0.104)
H (-1.869, -2.120, 0.145)
H (-1.760, -1.411, -1.228)

These are the natural (NBO) partial charges, in e, on atoms 1 to 6: number 1, C, carries -0.5264; number 2, C, carries -0.1140; number 3, C, carries -0.7367; number 4, C, carries 0.3889; number 5, F, carries -0.3479; number 6, Cl, carries -0.0251

=====

Run B
Formula: C4H6ClF
Source: the OMol25 dataset
Level of theory: ωB97M-V/def2-TZVPD

The HOMO energy comes out at -9.69 eV. For the LUMO energy, the calculation gives 0.880 eV. As for the SMILES: C/C(Cl)=C/CF. Its HOMO-LUMO gap is 10.57 eV.

Positions of all 12 atoms, in Å:
C (0.505, -1.644, -0.930)
C (-0.280, -0.419, -0.564)
Cl (-1.933, -0.337, -1.164)
C (0.195, 0.451, 0.293)
C (-0.403, 1.578, 1.118)
F (0.077, 2.737, 0.591)
H (-0.011, -2.515, -0.444)
H (1.541, -1.712, -0.627)
H (0.542, -1.764, -2.025)
H (1.285, 0.444, 0.586)
H (-1.460, 1.702, 1.022)
H (-0.058, 1.478, 2.144)

These are the natural (NBO) partial charges, in e, on atoms 1 to 6: number 1, C, carries -0.6510; number 2, C, carries 0.0100; number 3, Cl, carries -0.0159; number 4, C, carries -0.2519; number 5, C, carries 0.0323; number 6, F, carries -0.3629

=====

Most stable structure - run B; separation to the second - 112.7 kcal/mol.

=====

Run A
Formula: CHClF2OS
Source: the OMol25 dataset
Level of theory: ωB97M-V/def2-TZVPD

The HOMO energy comes out at -9.24 eV. For the LUMO energy, the calculation gives -0.533 eV. Its HOMO-LUMO gap is 8.71 eV.

Positions of all 7 atoms, in Å:
C (0.766, 0.696, -0.066)
O (-0.766, -1.926, 0.744)
F (0.944, 1.608, 0.885)
F (1.599, -0.317, 0.002)
S (-1.187, -0.573, 0.655)
Cl (-2.220, -0.546, -1.095)
H (0.865, 1.057, -1.125)

These are the natural (NBO) partial charges, in e, on atoms 1 to 6: number 1, C, carries 0.4916; number 2, O, carries -0.8717; number 3, F, carries -0.3214; number 4, F, carries -0.3212; number 5, S, carries 1.1125; number 6, Cl, carries -0.2423

=====

Run B
Formula: CHClF2OS
Source: the OMol25 dataset
Level of theory: ωB97M-V/def2-TZVPD

The HOMO energy comes out at -9.72 eV. For the LUMO energy, the calculation gives 0.105 eV. Its HOMO-LUMO gap is 9.82 eV.

Positions of all 7 atoms, in Å:
C (0.805, -0.132, -0.392)
O (-1.234, 1.518, 0.925)
F (1.102, 0.149, -1.680)
F (1.607, 0.558, 0.388)
S (-1.267, 0.454, -0.037)
Cl (-1.618, -1.286, 0.961)
H (0.604, -1.260, -0.165)

These are the natural (NBO) partial charges, in e, on atoms 1 to 6: number 1, C, carries 0.4681; number 2, O, carries -0.8793; number 3, F, carries -0.3298; number 4, F, carries -0.2985; number 5, S, carries 1.1278; number 6, Cl, carries -0.2493

=====

Most stable structure - run B; separation to the second - 15.8 kcal/mol.